Computed, not measured: a 2-piece molecular cluster, CH2BrCl2P overall in a non-equilibrium geometry, with wB97M-V/def2-TZVPD.

Last column: natural (NBO) charge in e.
Element x y z (Å)
C -0.19 -0.51 -0.22  -0.6828
P 0.65 0.90 0.30  0.8500
Cl 2.20 0.09 1.30  -0.2606
Cl 1.43 1.49 -1.37  -0.2303
Br -3.05 -0.10 0.89  -0.1892
H -0.61 -0.38 -1.26  0.2425
H -0.43 -1.49 0.35  0.2703

## Properties
electronic energy	-3874.995724	a.u.
HOMO-LUMO gap (spin up / spin down)	8.0 / 5.9	eV
energy relative to the best compared isomer or geometry (same formula, charge and spin)	61.0	kcal/mol